Record 1
This record from the Open Molecules 2025 dataset describes a 2-piece molecular cluster, C10H16 overall at a distorted geometry. The level of theory is ωB97M-V with the def2-TZVPD basis set.

## Properties
Frontier orbital gap = 10.023 eV
Relative energy (zero: lowest compared OMol25 entry of this formula, charge and spin) = 16.8 kcal/mol
E = -10629.0153 eV
E_LUMO = 1.0 eV
Highest occupied orbital energy = -0.3310 Eh
SMILES = CCc1ccccc1.CC

Geometry as XYZ:
```
26
C10H16 (ωB97M-V with the def2-TZVPD basis set)
C 3.094 -0.523 0.707
C -0.507 -0.606 2.055
C -1.067 0.438 1.324
C -1.383 -1.058 -0.505
C -1.608 0.188 0.070
C -0.238 -1.821 1.454
C -2.012 1.475 -2.111
C -2.399 1.275 -0.647
C -0.677 -2.049 0.153
C 3.150 0.587 -0.374
H -1.096 1.397 1.822
H 3.573 -0.134 1.601
H 0.071 -2.597 2.140
H -2.767 1.080 -2.790
H -0.204 -0.409 3.076
H -2.448 2.153 0.001
H -1.088 0.975 -2.367
H -3.417 0.898 -0.576
H -1.772 -1.246 -1.498
H -1.973 2.527 -2.376
H 3.808 1.398 -0.073
H 3.554 0.202 -1.305
H 3.523 -1.440 0.323
H 2.192 1.022 -0.626
H -0.356 -2.955 -0.334
H 2.047 -0.776 0.855
```

---

Record 2
This record from the Open Molecules 2025 dataset describes the molecule C2H3NO3 at a distorted geometry. The level of theory is ωB97M-V with the def2-TZVPD basis set.

## Properties
Frontier orbital gap = 10.046 eV
Relative energy (zero: lowest compared OMol25 entry of this formula, charge and spin) = 98.1 kcal/mol
E = -9751.8375 eV
E_LUMO = -0.7 eV
Highest occupied orbital energy = -0.3954 Eh
SMILES = CC(=O)[N+](=O)[O-]

Geometry as XYZ:
```
9
C2H3NO3 (ωB97M-V with the def2-TZVPD basis set)
O 1.015 -1.697 -0.039
O 0.572 1.652 0.084
O 2.549 -0.100 -0.045
N 1.431 -0.562 0.005
C -1.177 0.094 0.016
C 0.239 0.513 0.148
H -1.378 -0.105 -1.050
H -1.759 0.998 0.281
H -1.493 -0.793 0.599
```

---

Record 3
This record from the Open Molecules 2025 dataset describes the molecule C4H11NO2 at a distorted geometry. The level of theory is ωB97M-V with the def2-TZVPD basis set.

## Properties
Frontier orbital gap = 9.818 eV
Relative energy (zero: lowest compared OMol25 entry of this formula, charge and spin) = 60.7 kcal/mol
E = -9909.6097 eV
E_LUMO = 0.8 eV
Highest occupied orbital energy = -0.3319 Eh
SMILES = CNC(CO)CO

Geometry as XYZ:
```
18
C4H11NO2 (ωB97M-V with the def2-TZVPD basis set)
O -0.742 1.569 2.092
O -1.640 1.479 -0.938
N 0.897 -1.016 0.006
C 1.655 -1.054 -1.402
C -1.095 0.245 -0.828
C -0.184 0.346 1.556
C 0.173 0.206 0.084
H -0.761 -0.029 -1.861
H -1.735 -0.525 -0.483
H 0.300 -1.772 -0.082
H 0.795 1.042 -0.181
H 1.809 -0.091 -1.908
H -1.927 1.716 -0.052
H -0.992 1.433 3.049
H 2.548 -1.560 -1.030
H 0.754 0.182 2.057
H -0.926 -0.385 1.943
H 1.071 -1.787 -2.022
```

---

Record 4
This record from the Open Molecules 2025 dataset describes a 2-piece molecular cluster, C3H3IN2O overall at a distorted geometry. The level of theory is ωB97M-V with the def2-TZVPD basis set.

## Properties
Frontier orbital gap (spin up / spin down) = 5.691 / 5.692 eV
Relative energy (zero: lowest compared OMol25 entry of this formula, charge and spin) = 45.6 kcal/mol
E = -16285.0201 eV
E_LUMO (spin up / spin down) = -3.2 / -3.2 eV
Highest occupied orbital energy (spin up / spin down) = -0.3259 / -0.3258 Eh

Geometry as XYZ:
```
10
C3H3IN2O (ωB97M-V with the def2-TZVPD basis set)
I -1.695 1.889 1.555
O 1.199 0.984 -0.619
N 1.199 -0.675 2.387
N -0.757 -0.466 -1.846
C 0.496 0.105 0.054
C -0.564 -0.633 -0.607
C 0.863 -0.298 1.356
H -1.114 -1.310 0.056
H -1.508 -1.018 -2.249
H 1.881 1.422 -0.087
```

---

Record 5
This record from the Open Molecules 2025 dataset describes C15H14BN8Tl as an isolated structure. The level of theory is ωB97M-V with the def2-TZVPD basis set.

## Properties
Frontier orbital gap = 7.939 eV
E = -33057.4391 eV
E_LUMO = -7.9 eV
Total charge = +2
Highest occupied orbital energy = -0.5809 Eh

Geometry as XYZ:
```
39
C15H14BN8Tl (ωB97M-V with the def2-TZVPD basis set)
Tl -0.267 -0.029 -0.496
N -0.420 1.781 -1.672
N 1.840 -1.574 0.915
N -0.447 0.367 1.659
N -0.001 -0.684 2.401
N -0.483 -2.616 0.809
N 1.768 -0.800 -0.204
N -1.063 -1.985 -0.254
N -3.970 4.088 -3.839
C -2.949 3.798 -3.404
C 0.646 3.770 -2.417
C -1.915 -4.030 -0.138
C -0.747 0.860 3.809
C -0.902 1.301 2.506
C -0.995 -3.847 0.884
C -1.927 -2.836 -0.832
C 0.681 2.554 -1.772
C -1.682 3.406 -2.858
C -1.585 2.191 -2.201
C 3.878 -1.465 0.043
C -0.548 4.210 -2.969
C -0.175 -0.396 3.696
C 2.998 -0.733 -0.733
C 3.104 -1.981 1.069
B 0.587 -1.959 1.750
H -1.316 2.227 2.140
H -2.496 -4.911 -0.346
H -1.014 1.378 4.713
H 4.931 -1.613 -0.120
H 1.590 2.177 -1.321
H 3.180 -0.187 -1.645
H 1.545 4.365 -2.484
H 0.886 -2.746 2.588
H -2.445 1.543 -2.107
H -0.673 -4.519 1.662
H 0.118 -1.103 4.454
H -2.497 -2.543 -1.698
H 3.373 -2.619 1.895
H -0.608 5.162 -3.481
```

---

Record 6
This record from the Open Molecules 2025 dataset describes C43H44CaClI2N7OP as an isolated structure at a distorted geometry. The level of theory is ωB97M-V with the def2-TZVPD basis set.

## Properties
Frontier orbital gap = 7.362 eV
Relative energy (zero: lowest compared OMol25 entry of this formula, charge and spin) = 7.4 kcal/mol
E = -114234.2687 eV
E_LUMO = -2.1 eV
Total charge = +1
Highest occupied orbital energy = -0.3470 Eh

Geometry as XYZ:
```
100
C43H44CaClI2N7OP (ωB97M-V with the def2-TZVPD basis set)
I -0.206 -1.765 2.084
I -3.750 0.627 -4.109
Ca 0.163 -0.614 -0.856
Cl -0.165 4.791 -5.568
P -0.891 1.557 1.094
O -1.205 0.059 -2.223
N 4.430 -2.831 -1.083
N -1.888 -4.923 -0.738
N 4.078 -1.265 0.457
N 1.257 1.149 -2.194
N 2.249 -1.781 -0.879
N -0.632 -2.846 -1.038
N -2.889 -2.964 -0.485
C -0.453 3.369 -4.612
C 0.297 1.721 -3.001
C 1.621 -2.477 -2.013
C -5.207 2.258 -0.426
C -3.859 -3.927 -0.002
C 0.581 -3.509 -1.550
C 1.416 3.038 0.805
C -0.587 0.766 3.948
C -0.551 4.359 0.478
C 2.215 4.157 0.607
C 0.578 2.853 -3.788
C -1.636 2.862 3.335
C -3.134 -1.548 -0.305
C 1.627 5.381 0.326
C -2.602 1.895 0.528
C 2.834 2.777 -2.955
C -1.927 1.595 -3.901
C -4.988 1.575 0.764
C -3.313 -5.219 -0.574
C -3.695 1.399 1.239
C -1.709 3.279 4.674
C 5.524 -1.375 0.386
C -1.138 -5.958 -1.443
C -1.168 2.486 5.632
C -0.600 1.233 5.302
C 1.889 3.379 -3.731
C 2.469 1.652 -2.199
C 4.134 -4.163 -1.606
C -0.054 0.464 6.361
C -4.126 2.750 -1.143
C 0.482 -0.761 6.140
C -0.085 -0.573 3.797
C 5.699 -2.686 -0.363
C 0.437 -1.292 4.834
C -1.660 2.745 -4.679
C -2.833 2.561 -0.675
C 0.026 3.119 0.756
C 3.476 -0.098 1.053
C -1.078 1.673 2.939
C 0.243 5.477 0.259
C -1.706 -3.551 -0.801
C 3.485 -1.978 -0.553
C -0.997 1.075 -3.018
H -5.826 1.187 1.331
H -1.167 2.789 6.673
H 3.620 -0.099 2.134
H 2.134 4.251 -4.324
H 1.104 -1.728 -2.644
H -3.034 -1.252 0.741
H 2.407 -0.108 0.867
H -4.283 3.276 -2.077
H -3.543 0.883 2.180
H -4.852 -3.688 -0.377
H -1.546 -6.915 -1.123
H 3.199 1.160 -1.563
H 5.956 -0.529 -0.159
H 0.800 -2.296 4.661
H 1.885 2.084 1.015
H 3.210 -4.562 -1.190
H -1.251 -5.893 -2.530
H -2.022 3.535 2.581
H 3.905 0.826 0.649
H 0.905 -1.346 6.947
H -2.487 -0.948 -0.941
H 3.294 4.071 0.661
H -2.004 2.942 -1.258
H -3.895 -3.937 1.092
H 2.330 -2.950 -2.676
H -4.152 -1.325 -0.627
H 2.242 6.256 0.156
H -1.627 4.463 0.413
H 6.537 -2.664 -1.055
H -0.224 6.427 0.036
H -3.769 -5.458 -1.541
H 0.367 -4.143 -2.410
H 3.848 3.151 -2.911
H -2.422 3.137 -5.341
H -0.079 0.886 7.359
H 4.941 -4.827 -1.301
H 4.080 -4.193 -2.693
H -0.087 -5.959 -1.186
H -3.446 -6.068 0.091
H 5.963 -1.400 1.382
H -6.215 2.406 -0.793
H 5.838 -3.524 0.325
H 1.047 -4.126 -0.776
H -2.161 4.232 4.921
```